No. 1
C4H8NS | ωB97M-V/def2-TZVPD

The geometry in XYZ format:
```
14
Properties=species:S:1:pos:R:3:forces:R:3:lowdin_charge:R:1
C 2.980 -0.008 -0.013 0.06 2.56 1.13 -0.14
C 1.496 0.260 0.078 -2.28 -0.45 1.92 -0.44
S 0.649 -1.448 0.158 0.16 -0.06 1.19 0.94
C -0.923 -0.896 0.398 1.54 -0.33 -1.03 -0.41
C -1.965 -0.366 0.173 -0.72 0.68 0.20 -0.11
N -3.218 0.166 -0.056 -1.66 0.30 -1.64 0.20
H 3.566 -0.468 0.808 -0.99 0.24 -0.25 0.10
H 2.874 -0.636 -0.825 1.48 -1.50 -2.10 0.03
H 3.462 0.977 -0.273 -0.25 -1.18 -0.02 0.11
H 1.014 0.517 -0.837 0.59 0.84 -1.04 0.05
H 0.956 0.897 0.830 1.24 -0.64 -0.16 0.10
H -3.459 1.066 0.313 0.54 1.02 1.37 0.18
H -3.943 -0.449 0.292 -0.46 -0.55 0.21 0.19
H -3.490 0.385 -1.048 0.77 -0.95 0.25 0.21
```
Positions in Å, forces in eV/Å.

Results
**Kohn-Sham gap**: 8.57 eV
**Energy relative to the best compared isomer or geometry (same formula, charge and spin)**: 283.3 kJ/mol
**HOMO energy**: -0.469 hartree
**Charge**: +1
**E_LUMO**: -0.1540 Ha
**Strongest force on any atom**: 0.059 hartree/bohr
**Calculated total energy**: -16592.4705 eV

***

No. 2
C4H8NS2 | ωB97M-V/def2-TZVPD

The geometry in XYZ format:
```
15
Properties=species:S:1:pos:R:3:forces:R:3:lowdin_charge:R:1
C -0.818 -1.112 -0.902 0.48 -1.44 -3.12 -0.17
C 0.035 -1.486 -1.907 -1.18 2.32 3.32 -0.31
C 1.110 0.790 -0.984 -1.94 -0.35 0.59 -0.84
C -0.154 -0.180 1.255 4.15 0.52 -0.33 0.00
N -0.467 0.045 -0.218 3.34 -0.94 2.08 -0.13
S 1.419 -0.474 -2.177 0.60 0.10 -0.60 0.97
S 1.015 2.428 -1.594 0.22 -0.30 1.31 0.84
H -1.847 -1.412 -0.729 0.26 -0.61 -0.27 0.14
H -0.056 -2.239 -2.605 -0.46 -1.73 -1.11 0.06
H 1.548 0.683 -0.013 0.85 0.11 0.00 0.03
H 0.564 -1.054 1.433 -0.76 1.09 -0.99 0.13
H 0.510 0.768 1.477 -1.93 -1.72 0.60 0.13
H -0.951 -0.464 1.911 -0.97 0.78 0.02 0.09
H -1.198 0.659 -0.184 -2.43 2.46 -0.42 0.11
H 1.300 2.998 -0.355 -0.21 -0.31 -1.08 -0.06
```
Positions in Å, forces in eV/Å.

Results
**Kohn-Sham gap**: 9.13 eV
**Energy relative to the best compared isomer or geometry (same formula, charge and spin)**: 202.5 kJ/mol
**HOMO energy**: -0.487 hartree
**Charge**: +1
**E_LUMO**: -0.1510 Ha
**Strongest force on any atom**: 0.082 hartree/bohr
**Calculated total energy**: -27428.9309 eV

***

No. 3
C4H8O | ωB97M-V/def2-TZVPD

The geometry in XYZ format:
```
13
Properties=species:S:1:pos:R:3:forces:R:3:lowdin_charge:R:1
C 0.650 1.264 -0.672 -0.35 -0.06 -0.30 -0.11
C -0.655 0.407 -0.528 0.29 0.45 -0.44 -0.24
C -0.556 -0.447 0.741 0.61 0.54 -0.03 -0.17
C 0.065 -1.794 0.544 0.28 0.01 -0.32 -0.26
O 0.735 -2.056 -0.428 -0.27 -0.13 0.28 0.04
H 1.513 0.625 -0.913 -0.35 0.10 0.00 0.08
H 0.940 1.854 0.221 -0.49 -0.34 -0.24 0.08
H 0.504 1.978 -1.480 0.20 0.04 -0.14 0.06
H -1.524 1.067 -0.460 0.08 -0.13 -0.18 0.10
H -0.707 -0.227 -1.413 -0.32 0.10 -0.03 0.10
H 0.268 0.194 1.045 0.22 -0.74 1.98 0.09
H -1.361 -0.428 1.489 0.15 0.02 -0.49 0.12
H -0.048 -2.541 1.359 -0.06 0.14 -0.10 0.12
```
Positions in Å, forces in eV/Å.

Results
**Kohn-Sham gap**: 10.92 eV
**Energy relative to the best compared isomer or geometry (same formula, charge and spin)**: 91.5 kJ/mol
**HOMO energy**: -0.362 hartree
**E_LUMO**: 0.0391 Ha
**Strongest force on any atom**: 0.041 hartree/bohr
**Calculated total energy**: -6324.2195 eV

***

No. 4
C4H8O | ωB97M-V/def2-TZVPD

The geometry in XYZ format:
```
13
Properties=species:S:1:pos:R:3:forces:R:3:lowdin_charge:R:1
C -1.661 0.532 0.224 -0.04 0.06 0.00 -0.10
C -0.620 -0.582 0.174 -0.01 -0.01 0.07 -0.21
C 0.710 -0.111 -0.375 -0.29 0.02 -0.19 -0.33
C 2.427 -0.215 0.330 0.05 0.00 -0.19 0.05
O 1.665 -1.151 -0.386 0.16 -0.04 0.03 -0.18
H -2.617 0.150 0.592 0.14 0.06 -0.05 0.07
H -1.346 1.343 0.892 -0.04 -0.12 -0.10 0.08
H -1.835 0.963 -0.770 0.03 -0.07 0.15 0.08
H -0.958 -1.402 -0.472 0.06 0.11 0.08 0.12
H -0.449 -1.009 1.168 0.00 0.06 -0.14 0.12
H 0.672 0.415 -1.334 0.01 -0.07 0.12 0.14
H 2.886 0.433 -0.471 -0.11 -0.05 0.22 0.04
H 1.123 0.634 0.429 0.05 0.04 -0.01 0.12
```
Positions in Å, forces in eV/Å.

Results
**Kohn-Sham gap**: 9.52 eV
**Energy relative to the best compared isomer or geometry (same formula, charge and spin)**: 439.0 kJ/mol
**HOMO energy**: -0.313 hartree
**E_LUMO**: 0.0364 Ha
**Strongest force on any atom**: 0.007 hartree/bohr
**Calculated total energy**: -6320.6183 eV

***

No. 5
C4H8O | ωB97M-V/def2-TZVPD

The geometry in XYZ format:
```
13
Properties=species:S:1:pos:R:3:forces:R:3:lowdin_charge:R:1
C 0.236 -1.195 -0.915 0.12 0.00 0.09 0.03
C 1.292 -1.027 -0.120 -0.19 -0.09 -0.16 -0.14
C 2.024 0.266 -0.114 -0.08 0.33 -0.23 -0.28
O 1.709 1.220 -0.793 0.18 -0.40 0.34 0.03
H -0.330 -2.122 -0.941 0.12 0.11 0.03 0.07
H -0.091 -0.379 -1.557 0.08 -0.14 0.11 0.08
H 1.649 -1.812 0.545 -0.06 0.12 -0.12 0.09
H 2.902 0.324 0.563 -0.11 0.01 -0.09 0.11
C -1.878 0.946 0.669 -0.01 0.00 -0.01 -0.05
H -1.642 1.869 0.132 -0.03 -0.16 0.10 0.02
H -2.584 1.161 1.476 0.12 -0.03 -0.13 0.02
H -2.330 0.229 -0.025 0.08 0.13 0.14 0.02
H -0.958 0.520 1.079 -0.23 0.11 -0.06 0.00
```
Positions in Å, forces in eV/Å.

Results
**Kohn-Sham gap**: 10.10 eV
**Energy relative to the best compared isomer or geometry (same formula, charge and spin)**: 118.3 kJ/mol
**HOMO energy**: -0.370 hartree
**E_LUMO**: 0.0010 Ha
**Strongest force on any atom**: 0.011 hartree/bohr
**Calculated total energy**: -6323.9413 eV

***

No. 6
C4H8O | ωB97M-V/def2-TZVPD

The geometry in XYZ format:
```
13
Properties=species:S:1:pos:R:3:forces:R:3:lowdin_charge:R:1
C -0.949 -0.249 1.534 0.21 0.49 0.40 -0.06
C 0.098 -1.050 0.807 -0.28 0.25 0.67 -0.31
O 0.546 -2.079 1.238 0.13 -0.12 -0.32 0.04
H -0.719 0.814 1.409 -0.22 -0.04 -0.18 0.07
H -1.962 -0.441 1.190 -0.05 -0.02 -0.35 0.08
H -0.938 -0.448 2.603 0.12 -0.29 0.02 0.08
H 0.468 -0.564 -0.111 0.10 -0.33 -0.18 0.09
C 0.744 1.949 -1.594 -0.05 -0.03 0.16 -0.08
C -0.274 1.220 -2.026 0.25 0.25 -0.45 -0.10
H 1.766 1.652 -1.795 0.05 -0.21 0.49 0.05
H 0.584 2.850 -1.014 0.07 0.30 -0.46 0.05
H -0.090 0.230 -2.428 -0.17 0.15 -0.38 0.05
H -1.266 1.650 -2.109 -0.16 -0.39 0.58 0.05
```
Positions in Å, forces in eV/Å.

Results
**Kohn-Sham gap**: 10.73 eV
**Energy relative to the best compared isomer or geometry (same formula, charge and spin)**: 153.0 kJ/mol
**HOMO energy**: -0.356 hartree
**E_LUMO**: 0.0383 Ha
**Strongest force on any atom**: 0.015 hartree/bohr
**Calculated total energy**: -6323.5825 eV